1.
69
Properties=species:S:1:pos:R:3:forces:R:3 method="wB97M-V/def2-TZVPD" charge=-1 homo_energy_ev="-4.89 / -4.40" total_energy_ha=-12198.6738 orbital_gap_ev="6.06 / 5.01" lumo_ev="1.17 / 0.61" relative_energy_kj_mol=0.0 largest_force_ha_per_bohr=0.0087 spin_multiplicity=1
Au -0.408676 0.511083 0.377041 -0.2262 0.1397 0.0551
Br 4.112646 -0.952341 5.735836 -0.0148 0.0061 0.0139
Br 5.891685 -1.287586 2.973440 -0.0457 0.0060 -0.0080
Br 0.817766 -0.405064 5.502408 0.0446 -0.0027 -0.0008
Br 4.365534 -1.024948 0.022049 0.0139 -0.0098 0.0425
Si 0.037482 2.835323 0.142471 0.0210 0.0538 -0.0257
O -2.349895 -0.307565 -0.751041 -0.1486 -0.0170 0.0799
O 1.411892 -0.540788 0.392663 0.4014 -0.1170 0.0749
O -0.019521 -0.319252 2.615064 0.3772 -0.0986 0.1845
O -6.020429 -2.487439 -3.142116 0.0505 -0.0570 -0.1117
O -7.997492 -2.536112 -2.300853 -0.1049 -0.0577 -0.0404
O -2.784088 0.714378 1.168119 0.0546 -0.0177 -0.1708
N -6.822662 -2.224516 -2.273717 0.1124 0.2095 0.2842
C 2.022085 -0.643666 1.537659 -0.0567 0.0392 -0.2831
C -1.488761 3.644513 -0.735839 -0.0202 -0.0722 0.0525
C -6.341393 -1.463930 -1.094862 -0.0765 -0.1183 -0.1666
C -0.849070 2.901188 2.878959 -0.0835 -0.0069 -0.0077
C -3.130541 0.037524 0.174917 0.1236 -0.0346 0.0202
C 1.345237 2.803113 -2.413465 0.0075 -0.0020 -0.0002
C -5.010475 -1.103509 -1.032033 0.0432 0.0101 -0.0166
C 2.171690 4.510549 -0.801235 -0.0177 0.0657 -0.0417
C 3.411505 -0.834027 1.642816 0.0075 -0.0227 -0.1211
C 1.631432 3.076373 -0.927973 -0.0374 -0.0688 -0.0139
C -4.572843 -0.387471 0.073764 -0.0443 0.0192 0.0096
C -1.147835 5.053371 -1.250862 -0.0139 -0.0023 -0.0794
C 1.225462 -0.543515 2.731076 -0.4462 0.0292 0.0430
C 1.588705 2.949151 2.530329 -0.0414 0.0265 -0.0028
C 4.033654 -0.951247 2.872979 0.0070 0.0070 0.0500
C -1.963668 2.796284 -1.927889 -0.0240 -0.0042 0.0183
C 1.906450 -0.621880 3.977351 -0.1098 -0.0144 0.0445
C -5.468914 -0.055622 1.083509 -0.0016 -0.0087 -0.0212
C -7.252048 -1.145014 -0.103634 -0.0491 0.0056 0.0369
C -6.802402 -0.432481 0.995669 0.0143 -0.0037 -0.0038
C -2.685337 3.793931 0.218598 0.0187 0.0586 -0.0441
C 0.252351 3.450519 1.956200 0.0131 -0.0759 0.0136
C 3.266710 -0.829319 4.050422 0.0745 -0.0110 -0.0156
C 0.229096 4.984766 2.045767 0.0455 0.0168 0.0011
C 2.761106 2.110859 -0.542072 0.0221 0.0591 0.0492
H -0.400878 5.045723 -2.045815 -0.0717 -0.0048 0.0361
H -0.819989 1.813646 2.946965 0.0201 0.0178 -0.0014
H -1.215046 2.713835 -2.714881 -0.0380 -0.0003 0.0382
H 2.506213 1.081038 -0.774802 -0.0461 0.0040 -0.0172
H -0.793788 5.716768 -0.460571 -0.0043 0.0075 0.0194
H -2.975076 2.850414 0.674854 0.0032 -0.0393 -0.0174
H -0.681517 3.303787 3.885252 -0.0068 0.0019 0.0098
H 1.627911 3.195996 3.596922 0.0064 0.0046 0.0148
H -0.745797 5.399739 1.789403 -0.0192 -0.0065 -0.0021
H -5.094906 0.499506 1.933105 0.0045 0.0031 -0.0004
H -8.281595 -1.453974 -0.204566 0.0043 0.0038 0.0047
H -2.240513 1.785063 -1.627785 0.0208 0.0572 -0.0219
H 3.654526 2.374329 -1.120626 0.0161 -0.0047 0.0017
H 2.294068 2.832144 -2.960525 0.0133 0.0022 -0.0092
H 2.561385 4.712818 0.195172 0.0390 -0.0198 0.0572
H -3.538304 4.171675 -0.357814 -0.0120 0.0078 -0.0048
H -7.494906 -0.172070 1.785015 0.0024 0.0009 0.0036
H 3.004276 4.628837 -1.504196 0.0183 0.0097 -0.0032
H 2.455482 3.408215 2.055304 0.0039 0.0528 -0.0257
H -2.491668 4.513402 1.015308 0.0102 0.0112 -0.0306
H -1.853289 3.187185 2.566140 0.0835 -0.0090 0.0360
H -2.060172 5.496661 -1.666233 -0.0133 0.0138 -0.0120
H 3.033103 2.147846 0.513545 -0.0213 0.0065 -0.0674
H -2.848878 3.272901 -2.365569 -0.0117 0.0136 -0.0114
H 0.441710 5.274120 3.081373 -0.0007 0.0123 0.0112
H 1.430675 5.278008 -1.036911 0.0994 -0.0763 0.0329
H -4.317975 -1.365047 -1.818028 0.0048 0.0050 0.0102
H 0.977875 5.462791 1.411695 -0.0277 -0.0110 0.0301
H 1.687324 1.865379 2.447717 -0.0026 0.0509 -0.0151
H 0.911268 1.812534 -2.563261 -0.0077 -0.0170 0.0028
H 0.684343 3.540497 -2.870006 0.0430 -0.0264 0.0320

=====

2.
68
Properties=species:S:1:pos:R:3:forces:R:3 method="wB97M-V/def2-TZVPD" charge=0 homo_energy_ev="-7.59 / -7.57" total_energy_ha=-4734.3544 orbital_gap_ev="7.51 / 6.31" lumo_ev="-0.08 / -1.26" relative_energy_kj_mol=238.7 largest_force_ha_per_bohr=0.0560 spin_multiplicity=2
Ge -0.933606 -0.993608 -0.152988 -0.1980 -0.8889 0.1276
Ti -0.879036 1.631062 0.132620 0.4606 -2.8429 0.1010
O -2.688783 0.394563 -1.798524 -0.1494 0.4248 -0.2867
O 0.210960 3.177093 -0.096240 0.5039 0.5017 0.2792
O 0.973459 0.764920 1.210680 0.2704 0.4570 -0.0714
O -0.786768 1.576371 -1.884566 0.5796 0.6664 -0.8492
O -0.330781 4.613871 1.526354 0.0733 -0.1240 -0.0961
O -1.555916 1.667190 1.830703 -0.5540 0.1168 0.7859
O -1.789676 2.455698 3.909973 -0.0753 -0.0077 -0.3524
N -2.634113 2.357728 -0.740870 -0.3245 1.2500 1.0667
N -3.418775 4.053581 1.147323 -0.1438 -0.0298 0.0056
N -2.030869 1.404709 -1.488642 -1.2236 -1.6862 -1.8595
N -1.704056 4.136479 -2.001893 0.0432 0.0015 0.1696
N -2.785980 4.526503 -0.003872 0.2206 -0.1347 0.0603
C 0.523453 -1.732845 -2.654982 0.0254 -0.1583 -0.2659
C -0.642390 -3.651759 0.947450 0.0025 -0.0221 0.0267
C 1.270234 -4.751525 1.899919 0.0032 -0.0001 0.0211
C 1.638371 -1.026434 -2.142166 0.0757 0.0563 0.0340
C 2.980629 -1.698099 -4.024971 -0.0703 -0.0813 -0.0955
C -1.104342 2.090327 2.988532 0.5823 0.2955 1.1483
C 1.416591 -2.463667 1.170124 0.0276 0.0772 -0.0670
C -1.639958 -3.103257 -3.792541 0.0074 -0.0212 -0.0660
C 1.921185 -2.376324 -4.557195 0.0927 -0.0011 -0.0307
C 0.423753 2.002372 3.105393 -0.3079 -0.1308 -0.3332
C 2.260225 0.289286 3.105222 -0.0494 0.0449 -0.0795
C 2.007978 -3.590458 1.728433 0.0462 -0.0057 0.0144
C 0.832161 0.587608 2.645595 0.1705 -0.0972 0.5197
C -0.058452 -4.782588 1.498531 0.0163 -0.0210 0.0133
C -2.300458 3.643816 -0.900465 -0.9528 0.5239 -0.9503
C -0.438539 -3.096988 -4.442503 -0.1084 -0.0590 -0.0484
C 0.280397 3.638324 1.128147 0.7575 1.0919 0.7571
C -1.782232 -2.433301 -2.560551 0.1782 0.0555 0.0366
C 0.670342 -2.412289 -3.895640 0.0108 0.1331 0.1960
C 2.833960 -1.010057 -2.802691 -0.0050 0.0496 0.0738
C -0.726149 -1.773248 -1.988111 -0.5326 0.2818 0.6333
C 1.220771 2.873562 2.070311 -0.1788 -0.0932 -0.2597
C 0.080592 -2.470233 0.782493 -0.1668 0.6133 -0.0519
C 1.984770 1.802059 1.281241 0.4247 0.2001 0.3979
C -2.754167 -1.171923 0.702415 0.4143 -0.1675 -0.4009
C 3.084289 1.163288 2.131472 -0.1533 -0.0294 -0.0885
H 2.398756 0.569501 4.147453 -0.0151 -0.0245 0.0277
H 3.684852 1.921829 2.630929 0.0353 -0.0179 0.0011
H 2.278923 2.104193 0.282574 -0.0278 -0.0497 -0.0297
H 3.931534 -1.679922 -4.541979 0.0007 -0.0031 0.0032
H -3.317694 -2.013717 0.296824 -0.0560 0.0187 0.0140
H -4.219899 4.635468 1.341960 -0.0716 0.0193 -0.0599
H 1.517734 -0.477280 -1.212794 0.0549 -0.0285 0.0021
H -1.676898 -3.696799 0.624389 0.0055 -0.0243 0.0451
H 1.861371 3.599816 2.565507 -0.0155 0.0211 0.0293
H -3.333946 -0.262256 0.562535 -0.0510 -0.0199 -0.0163
H 0.698003 2.219957 4.132388 0.0306 -0.0311 0.0176
H -0.318924 -3.606368 -5.392014 -0.0056 -0.0136 0.0151
H 2.488079 -0.768799 2.996759 -0.0009 0.0436 0.0329
H -2.253284 5.379786 0.088025 0.0864 0.0566 -0.0520
H -1.313201 5.062277 -1.931124 -0.0484 0.0550 -0.0108
H 1.730951 -5.627348 2.339078 -0.0099 -0.0115 -0.0190
H -2.493200 -3.619580 -4.215574 0.0336 -0.0084 -0.0389
H 0.106361 -0.193035 2.861011 -0.0166 -0.0041 -0.1611
H 3.050457 -3.565506 2.023971 0.0082 0.0035 -0.0067
H 2.015153 -1.571044 1.018538 -0.0268 -0.0822 -0.0249
H 3.738997 0.554380 1.510135 0.0296 0.0217 -0.0055
H -2.789720 4.067858 1.940584 0.1572 -0.0395 0.0430
H -0.639746 -5.689577 1.611302 0.0057 0.0015 0.0094
H 2.020146 -2.902665 -5.499983 0.0209 0.0153 0.0015
H -2.748964 -2.428360 -2.070492 -0.0139 -0.0442 -0.0121
H -1.126377 3.471371 -2.496610 0.1030 -0.0783 -0.0368
H 3.679998 -0.467944 -2.397838 -0.0314 0.0220 0.0322
H -2.598553 -1.328057 1.770921 0.0260 -0.0372 -0.0158

=====

3.
21
Properties=species:S:1:pos:R:3:forces:R:3 method="wB97M-V/def2-TZVPD" charge=0 homo_energy_ev=-8.19 total_energy_ha=-694.2212 orbital_gap_ev=9.18 smiles=CCN(CC)P(C)F lumo_ev=1.00 relative_energy_kj_mol=57.8 largest_force_ha_per_bohr=0.1136 spin_multiplicity=1
P 1.325163 1.402108 0.151033 -0.3204 -2.6079 -0.9128
F 2.530620 0.754806 1.073738 -0.6647 0.4328 -0.6176
N 0.366418 -0.408527 -0.145956 2.8487 3.2658 1.2291
C -1.520307 0.790385 -1.358818 5.6813 -0.8672 1.0456
C -1.025974 -0.373848 -0.365314 -2.4800 2.2664 -0.4932
C 0.133628 -1.110625 2.282769 1.7827 1.2508 -1.1735
C 0.743472 -1.405188 0.909862 -2.6554 0.3506 -2.3639
C 2.190990 1.156241 -1.557887 1.7921 2.8979 2.0589
H -2.501912 0.920155 -1.565518 -3.1224 -0.0747 -0.3077
H 0.359518 -1.906063 2.921576 0.4644 -1.1327 1.2941
H 3.317256 1.216656 -1.361259 -1.5231 -0.3870 -0.1980
H 0.211159 -2.252674 0.346706 1.3993 0.0325 1.5156
H -1.105410 1.688353 -0.910398 -0.3879 0.5969 0.0877
H 0.649095 -0.182395 2.609740 -0.5396 -0.5315 0.2889
H -0.920750 0.709084 -2.299494 -0.6668 -0.1964 0.4711
H -1.666123 -0.312686 0.569469 0.5269 -0.2680 -1.0038
H 1.989871 1.921261 -2.337273 -0.4212 -0.7700 0.5308
H 1.818714 -1.394169 0.878538 0.2696 -0.8005 0.3526
H -1.196967 -1.239127 -0.941884 -0.8656 -1.6503 -0.1551
H 1.799510 0.199637 -1.610706 -0.2255 -2.0188 -1.4737
H -0.919402 -0.985693 2.286111 -0.8922 0.2111 -0.1749

=====

4.
56
Properties=species:S:1:pos:R:3:forces:R:3 method="wB97M-V/def2-TZVPD" charge=0 homo_energy_ev=-9.83 total_energy_ha=-2503.5747 orbital_gap_ev=8.20 smiles="CCCOC[C@@](S)(OC(=O)F)N(C(=O)F)C(=O)F.O=C1C=C(O)C(=O)C=C1O.O=C1C=C(O)C(=O)C=C1O" lumo_ev=-1.63 largest_force_ha_per_bohr=0.0184 spin_multiplicity=1
S -1.943862 0.053579 3.892712 0.2237 0.1045 0.1782
F -3.905272 2.772991 3.679072 0.0813 0.0104 -0.0583
F -1.818098 -2.663085 2.177032 -0.1509 -0.0718 0.0491
F -4.931026 -2.388007 1.271388 0.2645 0.0459 0.1633
O -1.505373 0.194560 -6.420564 0.0703 -0.1657 -0.0274
O -0.698111 -1.426894 -4.523932 0.0018 0.0191 -0.0955
O -5.034742 1.137898 4.624089 -0.0021 -0.0044 -0.0731
O -3.043094 3.370475 -3.321401 0.0224 -0.0288 0.0771
O -0.711772 0.884594 1.433113 -0.2192 -0.2140 0.3567
O 6.327211 0.440971 -0.300774 -0.0711 0.0125 0.0497
O 3.398247 -3.950093 -1.747707 0.0780 -0.0165 -0.0420
O 3.930988 0.029446 0.684463 0.2809 0.0802 -0.0177
O -4.559595 -1.795960 3.366800 -0.0475 0.1982 -0.5495
O -4.180965 0.909277 2.545280 0.0760 -0.3016 -0.0865
O 5.821224 -3.578894 -2.676338 -0.1185 -0.1297 -0.0434
O -2.162220 1.774533 -1.426839 -0.1095 0.3411 -0.3825
O -1.538779 -1.669172 0.234905 0.2363 -0.0288 0.0779
N -3.243674 -0.946960 1.616094 -0.1972 -0.3169 0.8509
C -4.275268 -1.709501 2.221587 -0.1370 -0.3236 0.4585
C -2.073998 1.213361 1.473989 -0.0139 0.2429 -0.3563
C -2.476657 2.230731 -3.695382 -0.0647 0.1227 -0.1852
C 5.428760 -2.711867 -1.919424 0.2819 0.2717 0.0304
C 0.173404 1.873029 1.948782 0.8461 -0.0419 -0.2742
C -2.119712 -1.753253 1.253221 -0.1449 0.3103 -0.8814
C 3.529141 -1.978736 -0.483373 -0.0521 0.1262 0.1183
C 1.773108 0.621900 3.477434 0.3290 -0.0984 -0.4265
C 4.314954 -0.822871 -0.095944 -0.3162 -0.2820 -0.0491
C 5.687130 -0.652206 -0.692291 0.2088 0.0015 -0.1129
C 1.554124 1.237930 2.097521 -0.6716 -0.4183 0.4626
C -1.695112 0.599305 -5.290085 -0.1789 0.3403 -0.0067
C -4.409198 1.538018 3.712853 -0.1624 0.1121 0.1938
C 6.205787 -1.543426 -1.547042 0.0488 -0.1216 -0.1033
C -1.244982 -0.280299 -4.151967 0.0377 -0.0792 0.2172
C -1.392275 0.084669 -2.869973 0.0234 -0.0017 0.1355
C -2.901507 0.279609 2.365812 0.2219 0.1731 -0.0310
C -2.003399 1.359507 -2.563563 0.1983 -0.4040 0.1111
C -2.327490 1.868792 -4.975778 0.0324 -0.0649 -0.1574
C 4.046307 -2.869384 -1.341065 -0.2170 0.0039 0.1056
H 1.663707 1.362920 4.265387 -0.0177 -0.0249 0.1806
H -2.820356 -0.651938 4.619406 -0.2430 -0.0461 -0.2123
H 2.774099 0.193996 3.514085 0.1252 0.0834 0.1702
H -2.254288 2.221374 1.845895 0.1487 0.0948 0.1464
H 4.002327 -4.416051 -2.357767 0.0339 -0.0143 -0.0197
H 5.726013 0.899910 0.316949 -0.0315 0.0062 0.0297
H -2.660691 2.486068 -5.797724 -0.0033 0.0208 0.0128
H 0.256431 2.690682 1.229638 -0.3156 0.1926 0.0115
H -2.471139 1.173800 0.459123 -0.1115 -0.1593 0.2634
H 1.092366 -0.210556 3.635385 -0.2476 0.0609 0.1480
H 1.599812 0.420147 1.385655 0.1698 0.1638 -0.3572
H -1.073547 -0.536118 -2.043045 -0.0126 -0.0016 -0.0150
H 2.337506 1.951855 1.864472 0.0556 0.0992 -0.0617
H 7.190201 -1.431602 -1.978531 0.0081 0.0179 0.0177
H 2.538741 -2.084044 -0.062313 -0.0023 -0.0255 -0.0127
H -3.019012 3.380599 -2.345898 0.0126 -0.0134 0.0429
H -0.714591 -1.432899 -5.500614 -0.0027 0.0118 -0.0364
H -0.161781 2.247291 2.917195 -0.2552 0.1312 0.0158